Molecular formula: C21H28ClF3N2O5SSc
Method: DFT, ωB97M-V/def2-TZVPD

Geometry as XYZ:
```
62
C21H28ClF3N2O5SSc ωB97M-V/def2-TZVPD
Sc -0.213 1.065 0.625
Cl -1.157 2.810 2.412
N -0.492 -1.023 1.696
N -0.013 1.707 -1.565
C 0.241 -1.142 2.798
C 1.163 2.207 -1.930
C -1.141 -2.346 1.505
C -1.089 -2.924 2.920
C -0.330 -3.198 0.538
C -2.553 -2.195 1.001
H 0.715 -3.318 0.887
H -0.314 -2.740 -0.445
H -0.785 -4.194 0.463
H -3.128 -1.575 1.674
H -3.021 -3.196 0.949
H -2.580 -1.748 0.006
C -0.788 1.510 -2.830
C 0.211 1.890 -3.916
C -1.974 2.451 -2.861
C -1.243 0.069 -2.953
H -0.388 -0.611 -2.876
H -1.709 -0.061 -3.963
H -1.989 -0.168 -2.210
H -1.704 3.405 -2.388
H -2.828 2.027 -2.325
H -2.269 2.623 -3.903
O 1.411 2.311 -3.199
H -0.086 2.747 -4.531
H 0.514 1.051 -4.570
O 0.011 -2.172 3.555
H -0.862 -3.987 3.012
H -2.003 -2.676 3.495
C 1.359 -0.199 3.063
C 2.224 2.517 -0.927
C 2.513 1.173 -0.299
H 1.845 3.267 -0.218
H 3.124 2.897 -1.438
C 1.737 0.548 0.634
C 2.105 -0.153 1.742
H -0.249 2.770 1.441
C 3.063 -1.052 1.343
C 3.703 -0.806 0.129
C 3.405 -2.170 2.239
C 3.464 0.275 -0.714
H 4.528 -1.445 -0.111
C 4.224 0.584 -1.936
H 4.865 -0.284 -2.130
H 4.846 1.440 -1.789
H 3.584 0.745 -2.786
H 3.695 -1.811 3.210
H 4.238 -2.672 1.780
H 2.588 -2.871 2.348
H 2.031 -0.580 3.842
H 0.940 0.781 3.386
F -5.769 1.608 1.591
C -4.673 0.847 1.478
F -3.919 1.009 2.584
F -5.052 -0.442 1.420
S -3.690 1.303 -0.057
O -4.336 0.597 -1.107
O -3.709 2.760 -0.039
O -2.294 0.763 0.248
```

## Properties
- Total charge: -1
- Kohn-Sham gap (alpha / beta): 0.16389 / 0.13113 Ha